# 1
C5H9AuO2 | the ωB97M-V functional and the def2-TZVPD basis

Its total charge is +2. The total energy is -13089.3130 eV. The value obtained for the HOMO energy (spin up / spin down) is -18.43 / -19.51 eV. Its spin multiplicity is 3. The frontier orbital gap (spin up / spin down) is 8.7 / 6.5 eV.

Each line ends with the Löwdin spin population.
Geometry (Å):
1 C -0.468 -2.694 0.412  0.0067
2 O 0.046 -1.383 0.167  0.0786
3 C 0.749 -0.819 1.249  0.0810
4 C 1.097 0.550 1.111  0.4847
5 O 0.874 0.966 -0.119  0.2984
6 C 0.177 2.248 -0.525  0.0783
7 C -0.716 1.857 -1.673  0.3849
8 Au -0.110 -0.185 -1.401  0.4934
9 H -1.141 -2.931 -0.418  0.0046
10 H 0.355 -3.419 0.442  0.0002
11 H -1.021 -2.700 1.359  0.0023
12 H 1.502 -1.483 1.689  -0.0003
13 H 1.002 2.922 -0.781  0.0113
14 H -0.334 2.598 0.380  0.0050
15 H -0.441 2.369 -2.604  0.0318
16 H -1.774 2.050 -1.453  0.0243
17 H 0.203 0.054 2.166  0.0147

# 2
C5H9BF3NaO2 | the ωB97M-V functional and the def2-TZVPD basis

The total energy is -22670.5476 eV. The value obtained for the HOMO energy is -6.92 eV. Its spin multiplicity is 1. The frontier orbital gap is 5.1 eV.

Each line ends with the Löwdin charge.
Geometry (Å):
1 F -2.030 -1.610 2.908  0.1502
2 C -2.176 -0.669 1.951  -0.5560
3 F -2.733 0.428 2.628  0.0436
4 F -3.103 -1.088 1.081  0.1614
5 C -0.784 -0.385 1.328  -0.0409
6 C -0.716 0.116 -0.162  -0.1401
7 C 0.552 -0.415 -0.771  -0.4078
8 C 0.882 0.314 -2.081  -0.2246
9 O 2.212 -0.045 -2.259  -0.0915
10 B 2.763 0.372 -0.935  -0.5446
11 O 1.638 -0.094 0.014  -0.0903
12 H -0.250 -1.316 1.391  0.1415
13 H -0.285 0.323 1.973  0.1382
14 H -1.575 -0.179 -0.758  0.1300
15 H -0.633 1.216 -0.217  0.1079
16 H 0.543 -1.502 -0.873  0.1605
17 H 0.245 0.101 -2.930  0.1240
18 H 0.915 1.372 -1.800  0.1062
19 H 3.830 -0.145 -0.654  0.0508
20 H 2.907 1.603 -0.860  0.0558
21 Na -2.202 1.603 1.026  0.7256

# 3
C5H9BO | the ωB97M-V functional and the def2-TZVPD basis

As for the energy relative to the best compared isomer or geometry (same formula, charge and spin): 5.366 eV. The total energy is -8049.3274 eV. The value obtained for the HOMO energy (spin up / spin down) is -7.84 / -7.89 eV. Its spin multiplicity is 1. The frontier orbital gap (spin up / spin down) is 7.4 / 7.5 eV.

Each line ends with the Löwdin charge.
Geometry (Å):
1 B -0.029 0.344 0.549  0.0867
2 C -0.662 -1.058 0.613  -0.0048
3 C -1.794 -0.884 -0.077  -0.0928
4 C -1.033 1.449 0.308  -0.1238
5 C -2.084 0.560 -0.437  -0.1884
6 C 3.344 -0.265 -0.180  -0.3530
7 O 2.355 0.664 -0.338  -0.3172
8 H -0.309 -2.104 0.758  0.1101
9 H -2.476 -1.708 -0.232  0.1149
10 H -1.564 1.717 1.280  0.1368
11 H -0.670 2.416 -0.197  0.1408
12 H -1.701 0.638 -1.534  0.1537
13 H -3.127 0.984 -0.315  0.1322
14 H 3.010 -1.027 0.672  0.0870
15 H 4.243 0.214 0.139  0.0307
16 H 3.598 -0.843 -1.194  0.0869

# 4
C5H9Br2N2S | the ωB97M-V functional and the def2-TZVPD basis

As for the energy relative to the best compared isomer or geometry (same formula, charge and spin): 0.425 eV. Its total charge is +1. The total energy is -159222.7744 eV. The value obtained for the HOMO energy is -11.84 eV. Its spin multiplicity is 1. The frontier orbital gap is 7.0 eV.

Each line ends with the Löwdin charge.
Geometry (Å):
1 C -0.519 -0.350 1.147  -0.4373
2 C 0.151 0.788 1.573  -1.0617
3 C 2.244 1.411 0.097  -0.8787
4 C -1.148 -1.301 2.200  -0.0248
5 C -0.561 0.198 -1.315  -0.1367
6 N 3.133 1.981 -0.710  0.0570
7 N -0.866 -0.553 -0.155  -0.0314
8 S 0.761 2.112 0.653  0.9666
9 Br -0.136 1.375 3.369  0.7571
10 Br 2.609 -0.506 0.439  0.8412
11 H -0.476 -1.424 3.105  0.1005
12 H -1.495 -2.117 1.699  0.0420
13 H -2.023 -0.687 2.520  0.1008
14 H -1.116 -0.194 -2.189  0.1064
15 H -0.853 1.260 -1.287  0.0765
16 H 0.563 0.104 -1.573  0.0847
17 H 3.526 2.968 -0.606  0.1822
18 H 3.830 1.471 -1.170  0.0818
19 H -1.272 -1.464 -0.472  0.1739

# 5
C5H9Br4Cl3 | the ωB97M-V functional and the def2-TZVPD basis

As for the energy relative to the best compared isomer or geometry (same formula, charge and spin): 3.078 eV. The total energy is -323065.3505 eV. The value obtained for the HOMO energy is -9.70 eV. Its spin multiplicity is 1. The frontier orbital gap is 9.9 eV.

Each line ends with the Löwdin charge.
Geometry (Å):
1 Br -1.310 -11.854 13.586  0.7701
2 C -0.052 -13.003 14.536  -0.6564
3 C -0.528 -13.252 15.974  -0.8416
4 Br 0.613 -14.725 16.561  0.6736
5 H 0.967 -12.618 14.544  0.0523
6 H -0.049 -13.965 14.023  0.0462
7 H -1.555 -13.601 16.076  0.0214
8 H -0.385 -12.432 16.678  -0.1959
9 Br 2.124 -8.573 13.063  0.6444
10 C 0.941 -9.798 14.010  -0.7651
11 C 1.100 -9.626 15.498  -0.5718
12 Br -0.143 -10.697 16.560  0.8903
13 H 1.262 -10.796 13.713  0.0132
14 H -0.069 -9.541 13.690  0.0061
15 H 0.942 -8.578 15.750  0.0578
16 H 2.100 -9.873 15.854  0.0658
17 C -2.713 -11.514 16.569  -1.6158
18 Cl -4.011 -12.601 16.041  0.5589
19 Cl -2.276 -11.681 18.272  0.5840
20 Cl -3.071 -9.824 15.961  0.4780
21 H -1.837 -11.792 15.983  -0.2155

# 6
C5H9BrNO2 | the ωB97M-V functional and the def2-TZVPD basis

As for the energy relative to the best compared isomer or geometry (same formula, charge and spin): 0.000 eV. Its total charge is -1. The total energy is -80960.2244 eV. The value obtained for the HOMO energy is -4.08 eV. As for the structure (SMILES): C[C@H](Br)CNCC(=O)[O-]. Its spin multiplicity is 1. The frontier orbital gap is 7.0 eV.

Each line ends with the Löwdin charge.
Geometry (Å):
1 C -1.544 0.950 0.546  -0.1503
2 C -0.968 0.839 -0.878  -0.7012
3 Br -2.429 1.086 -2.193  0.5876
4 C -0.257 -0.482 -1.163  -0.3208
5 N 1.178 -0.370 -0.915  -0.0602
6 C 1.551 -0.038 0.471  -0.1644
7 C 1.293 -1.170 1.493  -0.7306
8 O 0.119 -1.608 1.524  -0.0909
9 O 2.294 -1.581 2.118  -0.0843
10 H -2.628 1.037 0.529  0.0395
11 H -1.252 0.075 1.130  0.0559
12 H -1.140 1.830 1.047  0.0694
13 H -0.292 1.661 -1.095  0.0750
14 H -0.392 -0.740 -2.217  0.0785
15 H -0.733 -1.275 -0.577  0.1040
16 H 1.586 -1.274 -1.119  0.1049
17 H 1.002 0.844 0.803  0.0902
18 H 2.611 0.217 0.496  0.0978

# 7
C5H9BrO3S | the ωB97M-V functional and the def2-TZVPD basis

As for the energy relative to the best compared isomer or geometry (same formula, charge and spin): 0.272 eV. The total energy is -92345.1715 eV. The value obtained for the HOMO energy (spin up / spin down) is -6.53 / -10.47 eV. Its spin multiplicity is 3. The frontier orbital gap (spin up / spin down) is 7.0 / 8.8 eV.

Each line ends with the Löwdin spin population.
Geometry (Å):
1 C -0.352 1.490 0.313  0.0875
2 C -0.307 1.988 -1.113  0.0284
3 C 0.202 0.147 0.487  0.5807
4 C -0.181 -0.704 -1.980  0.6706
5 C 0.271 -1.942 1.235  0.0110
6 O -2.484 0.566 -1.725  0.0091
7 O -0.998 1.307 -3.520  0.0253
8 O -0.501 -0.777 1.070  0.2335
9 S -1.121 0.816 -2.161  0.0493
10 Br 1.314 -0.673 -2.938  0.2093
11 H 0.073 2.179 1.074  0.0286
12 H -1.453 1.327 0.513  -0.0002
13 H -0.744 3.060 -0.995  0.0028
14 H 0.751 2.200 -1.555  0.0003
15 H 1.295 -0.095 0.541  0.0328
16 H -0.799 -1.526 -1.682  0.0237
17 H -0.446 -2.754 0.872  0.0011
18 H 0.602 -2.133 2.272  0.0030
19 H 1.131 -1.874 0.512  0.0030

# 8
C5H9Cl2PS3 | the ωB97M-V functional and the def2-TZVPD basis

As for the energy relative to the best compared isomer or geometry (same formula, charge and spin): 0.000 eV. The total energy is -72169.6504 eV. The value obtained for the HOMO energy is -9.17 eV. Its spin multiplicity is 1. The frontier orbital gap is 8.0 eV.

Each line ends with the Löwdin charge.
Geometry (Å):
1 C -0.344 -0.045 -1.797  -0.1432
2 C -0.833 0.698 -0.782  -0.1723
3 C -1.138 -0.564 -3.014  -0.0768
4 C -0.279 1.061 0.609  -0.3148
5 C -1.314 1.011 1.775  -1.0146
6 P 1.569 3.137 3.638  -0.5887
7 S 0.563 4.572 4.461  0.1441
8 S 2.425 3.070 1.900  0.1710
9 S 2.343 1.775 5.034  0.3947
10 Cl -0.504 1.521 3.342  0.5348
11 Cl -1.962 -0.603 1.832  0.6576
12 H 0.733 -0.328 -1.539  0.1208
13 H -1.833 1.101 -0.959  0.1035
14 H -0.569 -0.864 -3.841  0.0454
15 H -1.751 0.176 -3.354  0.0307
16 H -1.745 -1.436 -2.612  0.1042
17 H 0.540 0.421 0.893  0.0873
18 H 0.227 2.125 0.540  0.0936
19 H -1.980 1.798 1.612  0.0458
20 H 1.178 1.636 5.595  -0.2230